The following is a quantum chemistry calculation of a 3-piece molecular cluster, C21H40BrN2O5P overall at a distorted geometry, from the Open Molecules 2025 dataset.

The geometry in XYZ format:
```
70
C21H40BrN2O5P (wB97M-V/def2-TZVPD)
H 2.53 -2.00 -6.29
C 0.09 0.51 -2.86
H -3.60 -0.33 3.25
O 1.45 -2.17 4.85
H 1.99 -3.52 6.30
H -0.93 2.71 -0.95
N -1.06 0.18 -2.26
C -3.66 2.56 -0.84
H 0.36 2.27 4.15
H 4.39 3.09 1.96
H -0.09 2.83 -3.01
C -3.80 0.96 -0.98
H 3.11 -1.28 -8.62
H -0.34 -4.39 0.39
O -1.71 0.69 3.68
H -0.13 -1.96 -7.30
C 1.36 -3.47 5.41
H 4.04 1.23 1.57
H 1.37 -1.19 -9.01
C -0.40 -1.94 0.25
H 1.93 3.51 2.00
H 1.17 0.70 4.83
H 2.05 -0.09 -7.83
C 3.83 2.33 1.30
H -0.49 -3.08 6.46
H 0.84 -1.11 -4.27
C -0.97 -0.21 2.82
C -1.10 0.54 -0.82
Br -4.34 0.44 -2.86
C -0.76 1.97 1.08
H 4.10 2.44 0.17
C -3.12 0.72 3.38
H -0.16 -0.75 3.47
C -2.59 0.09 -0.39
C -0.15 -0.36 0.18
H -2.76 -0.01 0.75
C 1.11 -0.73 -3.21
H -0.17 -4.80 6.16
C 1.31 1.60 4.13
N -0.60 1.91 -0.39
H 2.21 -0.45 -3.06
P 1.51 1.03 2.31
H 1.82 2.70 0.33
H -3.70 1.21 4.26
C -0.21 0.50 1.58
C -0.08 -3.80 5.74
H -4.75 2.99 -0.90
H -3.31 1.41 2.46
H -4.74 0.67 -0.35
C 2.11 -1.11 -8.21
H 2.23 2.26 4.42
H -2.73 -0.99 -0.81
C 1.80 -2.10 -7.10
H 0.75 1.94 -4.51
O 1.31 -0.32 -0.07
H 0.81 -1.57 -2.46
O 0.51 -1.86 -6.57
C 2.20 2.55 1.40
H -3.29 2.84 0.22
H 1.11 -1.54 5.51
H -3.07 3.08 -1.67
H 1.62 2.14 -2.89
C -0.56 -3.25 0.35
H -1.71 -1.05 2.50
H -0.71 -3.74 4.84
H 1.74 -1.11 0.34
O -1.17 2.94 1.79
C 0.56 1.96 -3.36
H 1.75 -4.18 4.67
H 1.84 -3.13 -7.48
```

## Properties
SMILES string: C#C[C@@]1(O)[C@](C[C@@H](C)Br)(N=C(C)C)NC(=O)[C@]1(COC)P(C)CC.CCO.CCO
Frontier orbital gap, Ha: 0.287
DFT total energy, Ha: -4224.8552
HOMO energy, eV: -7.5
M, g mol⁻¹: 511.44

=====

The following is a quantum chemistry calculation of C21H40Cl3N4O3PbSSi as an isolated structure at a distorted geometry, from the Open Molecules 2025 dataset.

The geometry in XYZ format:
```
74
C21H40Cl3N4O3PbSSi (wB97M-V/def2-TZVPD)
H -1.92 -0.28 3.88
C 3.08 1.75 1.50
H 5.93 2.39 -2.29
C -5.09 -1.81 2.70
H 4.69 3.97 4.27
S -0.57 2.20 3.26
C -0.07 2.52 -2.63
C 2.59 0.87 0.32
Pb -0.45 -0.54 -0.12
C -1.64 -4.55 -2.52
H -2.52 -4.89 -1.96
H -3.66 -5.80 -4.78
C 3.45 1.00 -0.94
N -0.55 1.86 5.90
C -2.76 -5.38 -5.26
H -3.03 -5.10 -6.29
H 4.64 3.44 -2.81
H -2.11 -3.14 1.68
H 0.93 4.90 -2.29
C 4.17 1.28 2.23
H 0.86 1.94 -2.64
Cl 1.20 -2.21 1.01
H 4.61 1.74 -3.26
C 2.51 3.00 1.80
C 3.09 3.79 2.81
H -4.71 -4.50 3.29
C 0.85 4.38 -1.33
C 4.22 3.34 3.50
O -1.56 1.95 -0.30
H -0.23 2.82 5.89
H 5.65 1.71 3.73
H -0.96 3.77 0.41
C -4.39 -4.16 2.30
H -0.06 3.18 -3.50
C 4.77 2.09 3.21
H -5.48 -2.06 3.69
H -1.11 1.63 6.72
H -1.79 -0.22 5.63
H -2.96 -1.62 -3.95
C 4.11 2.14 -1.20
H 2.64 4.76 3.04
H 0.55 5.09 -0.55
O 1.29 1.12 0.03
H 2.71 -0.18 0.66
H -1.12 -3.78 -1.94
H -0.93 1.84 -2.68
H -2.02 -6.19 -5.33
H 4.15 2.92 -0.44
C -2.79 -2.33 2.02
H -4.31 -2.79 -3.90
H 4.56 0.29 1.97
C -0.92 3.01 -0.40
H 1.84 3.96 -1.09
C -3.37 -2.53 -4.39
N -1.61 0.21 4.73
H 1.59 3.31 1.30
H 3.59 -1.11 -1.30
H -5.21 -4.31 1.57
H -0.95 -5.40 -2.65
H -4.70 -0.80 2.71
C -0.94 1.38 4.67
Cl -0.35 -3.23 -5.06
H 4.06 -0.09 -2.69
N -4.03 -2.75 2.33
N -0.14 3.34 -1.44
H -3.58 -2.34 -5.45
C 4.85 2.43 -2.45
H -3.50 -4.73 1.98
C 3.36 -0.18 -1.85
O -2.42 -1.13 2.10
H -5.91 -1.89 1.98
Cl -0.31 -1.10 -2.62
H 2.33 -0.28 -2.24
Si -2.12 -3.92 -4.23
```

## Properties
Frontier orbital gap, Ha: 0.246
DFT total energy, Ha: -3530.2944
HOMO energy, eV: -4.5
M, g mol⁻¹: 770.29
Energy above the lowest of the compared OMol25 structures with the same formula, charge and spin, eV: 0.738
Charge: -1